1.
DFT (ωB97M-V/def2-TZVPD) results for a molecular structure, C27H25AuF6N4PS3SeSi.

Each line ends with the Mulliken charge.
Atoms and positions in Å:
1 Au 0.08691 -0.15424 0.02781  1.220
2 S -4.59305 2.02464 2.92914  -0.158
3 C -5.79962 3.04194 3.57670  -0.385
4 C -5.43269 4.35263 3.53640  -0.628
5 C -4.15134 4.53811 2.96641  -0.505
6 C -3.56177 3.36350 2.58138  0.439
7 C -2.25078 3.18272 1.96538  0.576
8 C -1.89073 1.94411 1.40414  -0.189
9 N -0.72341 1.73308 0.83314  -0.164
10 C 0.20336 2.71354 0.77438  0.063
11 C -0.06505 3.98622 1.29292  0.737
12 C 0.95052 4.99802 1.19615  -1.109
13 C 2.14057 4.73161 0.62001  -1.127
14 C 2.43862 3.42700 0.09323  0.603
15 C 3.66385 3.10004 -0.50144  -0.469
16 C 3.90290 1.82722 -0.98582  0.439
17 C 2.86272 0.87877 -0.84700  0.133
18 N 1.70799 1.17319 -0.28060  -0.593
19 C 1.46984 2.42830 0.18211  -0.006
20 C 5.15834 1.44412 -1.61816  0.329
21 C 5.54143 0.19951 -2.05428  -0.331
22 C 6.83765 0.19327 -2.61583  -0.688
23 C 7.41832 1.42709 -2.59791  -0.355
24 S 6.40019 2.60437 -1.90861  -0.180
25 C -1.31112 4.19791 1.89385  -0.445
26 H -6.71389 2.61840 3.95835  0.448
27 H -6.05506 5.15648 3.89784  0.409
28 H -3.70044 5.51115 2.83861  0.360
29 H -2.58467 1.11291 1.41736  0.075
30 H 0.73928 5.98072 1.59588  0.470
31 H 2.89981 5.49891 0.54725  0.471
32 H 4.42721 3.86518 -0.57432  0.507
33 H 2.98309 -0.13049 -1.20779  0.007
34 H 4.93275 -0.68786 -1.97627  0.539
35 H 7.31923 -0.68655 -3.01341  0.424
36 H 8.39447 1.70704 -2.95871  0.469
37 H -1.52702 5.17010 2.31720  0.458
38 S 0.31252 -1.35880 2.67122  -0.314
39 C -0.23854 -2.79727 2.13622  -0.011
40 N 0.33041 -3.98674 2.56065  0.069
41 C -0.11044 -5.20493 2.26822  -0.143
42 C -1.23503 -5.35311 1.48422  -1.007
43 C -1.77087 -4.19905 0.96189  0.292
44 N -1.27572 -2.98869 1.23769  0.046
45 H 1.16310 -3.86956 3.12980  0.307
46 H 0.45237 -6.03549 2.67305  0.460
47 H -1.64324 -6.32194 1.24802  0.475
48 H -2.61862 -4.22632 0.29092  0.424
49 C -2.40624 -0.64661 -2.81281  -1.026
50 Si -2.66938 -2.30282 -2.03305  0.166
51 C -4.43000 -2.75056 -1.66906  -1.053
52 C -1.60028 -3.66514 -2.65255  -0.673
53 Se -1.98230 -1.50945 0.25989  0.041
54 H -2.79745 -0.69021 -3.83391  0.429
55 H -1.34265 -0.41160 -2.87752  0.251
56 H -2.93446 0.16191 -2.30377  0.380
57 H -4.96892 -2.88854 -2.61043  0.387
58 H -4.94432 -1.96865 -1.10935  0.370
59 H -4.51446 -3.68868 -1.11757  0.384
60 H -2.00778 -3.97562 -3.62044  0.495
61 H -1.58648 -4.55029 -2.01724  0.307
62 H -0.57556 -3.33366 -2.80668  0.091
63 F 0.97690 -1.62801 -1.84184  -0.492
64 P 1.93912 -2.88422 -1.27458  1.120
65 F 1.61635 -3.70452 -2.59036  -0.385
66 F 0.58625 -3.49606 -0.56491  -0.177
67 F 2.80337 -4.04617 -0.63517  -0.400
68 F 2.14851 -1.96716 0.08180  -0.414
69 F 3.20544 -2.18472 -1.93785  -0.241

Results
highest occupied orbital energy (alpha / beta) = -12.521 / -12.519 eV
E = -6224.38546 Ha
net charge = +2
2S+1 = 2
energy above the lowest of the compared OMol25 structures with the same formula, charge and spin = 138.83 kJ/mol
gap between HOMO and LUMO (alpha / beta) = 5.60 / 4.81 eV
M = 950.70 u
F_max = 0.49 eV/A



2.
DFT (ωB97M-V/def2-TZVPD) results for a molecular structure, C2H4KO.

Each line ends with the Mulliken charge.
Atoms and positions in Å:
1 O -0.24278 0.89554 0.28027  -0.503
2 C -0.20384 0.14444 -0.67446  0.151
3 C 0.30102 -1.27254 -0.59030  -0.726
4 H -0.55349 0.49654 -1.67519  0.308
5 H -0.30815 -1.83656 0.13591  0.246
6 H 1.34809 -1.26896 -0.24353  0.246
7 H 0.25470 -1.78838 -1.56414  0.280
8 K -0.59556 4.62994 4.33147  0.999

Results
highest occupied orbital energy = -12.226 eV
E = -753.55862 Ha
net charge = +1
2S+1 = 1
energy above the lowest of the compared OMol25 structures with the same formula, charge and spin = 0.00 kJ/mol
gap between HOMO and LUMO = 7.70 eV
M = 83.15 u
F_max = 0.72 eV/A



3.
DFT (ωB97M-V/def2-TZVPD) results for 12 unconnected molecules or ions with the total composition C4H30NO15.

Each line ends with the Mulliken charge.
Atoms and positions in Å:
1 C 0.50305 0.33825 0.36438  -0.761
2 C -0.94261 0.89076 0.27762  0.131
3 C -0.88750 2.31339 -0.24251  -0.226
4 O -2.27940 2.62371 -0.56054  -0.560
5 N 0.69566 -1.02212 0.82007  0.348
6 C 0.54449 -1.95408 -0.21028  0.079
7 O 0.23682 -3.14372 0.01537  -0.809
8 O 0.46530 -1.50861 -1.44449  -0.626
9 H 1.11122 0.58021 -0.44944  0.469
10 H 0.94485 0.91118 1.22395  0.139
11 H -1.51723 0.22931 -0.33073  0.163
12 H -1.41396 0.85576 1.28063  -0.007
13 H -0.64204 3.03093 0.56751  0.274
14 H 1.28087 -1.26947 1.60875  0.299
15 H 0.07756 1.13656 3.65630  0.343
16 H 0.71391 0.14504 4.52219  0.323
17 O 1.01369 0.91728 3.96478  -0.670
18 H 4.04965 1.45512 -1.20381  0.334
19 H 4.06514 1.25671 0.33506  0.303
20 O 4.44360 1.75423 -0.36325  -0.648
21 H 1.49101 3.37411 -1.97910  0.421
22 H 1.13068 2.66156 -3.17322  0.354
23 O 1.93465 3.14317 -2.80886  -0.681
24 H -3.98629 -1.50698 1.07671  0.339
25 H -2.49948 2.72583 -1.47012  0.309
26 O -4.22937 -0.61923 1.46243  -0.629
27 H -2.45849 -2.79745 -1.37180  0.300
28 H -0.59167 -3.95901 -2.17619  0.303
29 O -0.98586 -3.19167 -2.65165  -0.802
30 H 1.87924 2.82040 2.96457  0.311
31 H 1.84447 3.16347 1.42470  0.314
32 O 1.48359 3.41646 2.27295  -0.634
33 H 1.15704 -3.29801 2.67267  0.249
34 H 0.48646 -3.98837 1.57144  0.448
35 O 0.58102 -4.05933 2.59034  -0.678
36 H 3.23591 -0.78739 -3.15499  0.211
37 H 1.86285 -1.19818 -2.33342  0.465
38 O 2.35581 -0.55245 -2.83744  -0.642
39 H -4.20927 0.21997 1.03523  0.278
40 H -2.27850 -2.85081 0.16000  0.334
41 O -2.87594 -2.65136 -0.57432  -0.633
42 H 0.12794 1.63515 -1.79217  0.432
43 H -0.37214 -2.50465 -2.42867  0.338
44 O 0.01625 2.50537 -1.28819  -0.571
45 H -1.62347 -0.15293 2.83774  0.249
46 H -2.88959 -0.55672 3.38171  0.314
47 O -2.28530 0.17379 3.41701  -0.605
48 H -0.87179 -0.56250 -3.42610  0.326
49 H 0.50030 -0.33949 -3.52100  0.355
50 O -0.39312 0.19678 -3.71183  -0.671

Results
highest occupied orbital energy = -6.680 eV
E = -1353.83947 Ha
net charge = -1
2S+1 = 1
energy above the lowest of the compared OMol25 structures with the same formula, charge and spin = 360.38 kJ/mol
gap between HOMO and LUMO = 9.00 eV
M = 332.28 u
F_max = 4.43 eV/A



4.
DFT (ωB97M-V/def2-TZVPD) results for a gas-phase ion, C6H10N3 (charge +1).

Each line ends with the Mulliken charge.
Atoms and positions in Å:
1 C 1.02614 1.27555 -1.60086  -0.405
2 N 1.79197 0.27761 -1.63825  -0.450
3 C 1.60491 -0.59332 -0.47717  -0.748
4 C 0.79408 0.30752 0.55955  -0.070
5 C -0.22510 -0.56671 1.30170  -1.241
6 N -1.27992 -1.15224 0.48774  -0.079
7 C -1.84163 -0.32432 -0.34775  -0.124
8 N -1.17638 0.70168 -0.82466  -0.139
9 C 0.09609 1.27981 -0.37247  -0.026
10 H 0.99726 1.89844 -2.39678  0.541
11 H 2.57601 -0.92670 -0.33491  0.446
12 H 1.11824 -1.50487 -0.89945  0.298
13 H 1.51802 0.79000 1.09228  0.626
14 H 0.34863 -1.16577 1.84517  0.608
15 H -0.79902 -0.01594 2.02952  0.412
16 H -1.89435 -1.87648 0.74458  0.261
17 H -2.75463 -0.60643 -0.76798  0.423
18 H -1.44411 1.31038 -1.55345  0.253
19 H 0.08822 2.21982 0.02934  0.414

Results
highest occupied orbital energy = -13.581 eV
E = -398.59365 Ha
net charge = +1
2S+1 = 1
energy above the lowest of the compared OMol25 structures with the same formula, charge and spin = 190.76 kJ/mol
gap between HOMO and LUMO = 9.79 eV
structure (SMILES) = C1=NC[C@@H]2CNC=[NH+][C@H]12
M = 124.17 u
F_max = 5.04 eV/A



5.
DFT (ωB97M-V/def2-TZVPD) results for 2 unconnected molecules or ions with the total composition C7H14O2S.

Each line ends with the Mulliken charge.
Atoms and positions in Å:
1 C -0.17575 -0.67889 -0.18965  -0.219
2 C 0.61106 -2.66947 1.15988  -1.599
3 C 1.08867 -0.11745 1.88769  -1.146
4 C -2.22198 1.50506 -0.90851  -1.155
5 C 0.17670 2.20794 -1.27067  -1.249
6 C 0.15771 -1.13645 1.16698  0.583
7 C -0.88042 1.63156 -0.38681  0.432
8 O 0.45919 -0.39615 -2.55562  -0.612
9 O 1.45222 -2.39761 -1.46280  -0.549
10 S 0.84687 -1.08670 -1.33404  0.734
11 H 0.61462 -3.15642 2.12712  0.406
12 H 0.04772 -3.12440 0.41926  0.491
13 H 1.68763 -2.76323 0.79378  0.321
14 H 0.92650 -0.28103 2.99479  0.312
15 H 0.85454 0.87869 1.44821  0.277
16 H 2.20208 -0.28062 1.74001  0.275
17 H -2.09946 1.43838 -1.98688  0.326
18 H -2.79787 0.54911 -0.54678  0.271
19 H -2.78674 2.43338 -0.90008  0.380
20 H -0.06982 3.22756 -1.58149  0.423
21 H 0.24622 1.62956 -2.27173  0.308
22 H 1.11683 2.29967 -0.77933  0.308
23 H -0.75146 -1.24078 1.74604  0.248
24 H -0.70504 1.52829 0.69063  0.433

Results
highest occupied orbital energy (alpha / beta) = -8.667 / -8.668 eV
E = -823.56062 Ha
net charge = 0
2S+1 = 1
energy above the lowest of the compared OMol25 structures with the same formula, charge and spin = 687.15 kJ/mol
gap between HOMO and LUMO (alpha / beta) = 8.14 / 8.14 eV
M = 162.25 u
F_max = 3.89 eV/A



6.
DFT (ωB97M-V/def2-TZVPD) results for a molecular structure, C19H28NO5Yb.

Each line ends with the Mulliken charge.
Atoms and positions in Å:
1 O 0.34506 0.21667 -3.80718  -0.487
2 C 0.20575 1.56169 -4.38152  -0.479
3 C 0.14200 1.04529 -5.81871  -0.746
4 H 1.07740 2.18835 -4.14153  0.282
5 H -0.71483 2.05485 -4.04422  0.242
6 C 0.27846 -0.35503 -5.15268  1.407
7 H 0.98657 1.33328 -6.44410  0.310
8 H -0.83020 1.18869 -6.30362  0.302
9 C 1.54580 -1.11804 -5.47634  -1.629
10 H 2.43315 -0.49448 -5.32999  0.372
11 H 1.51771 -1.47585 -6.51389  0.401
12 H 1.62067 -1.99285 -4.81933  0.363
13 C -0.93973 -1.23575 -5.34420  -1.673
14 H -1.86837 -0.71003 -5.09577  0.367
15 H -0.86647 -2.13430 -4.72183  0.361
16 H -1.00026 -1.56134 -6.39041  0.404
17 Yb -0.15541 -0.28667 3.02723  1.205
18 C -2.61851 -0.60138 4.11964  -0.439
19 C -2.31719 0.78886 4.24443  -0.474
20 C -2.30217 1.35910 2.93932  -0.599
21 H -2.20642 1.33686 5.17900  0.506
22 C -2.61606 0.32864 2.00536  -0.438
23 C -2.79859 -0.89018 2.73505  -0.724
24 H -3.07515 -1.85439 2.30692  0.411
25 H -2.73540 -1.30063 4.94575  0.441
26 H -2.11839 2.40696 2.70383  0.467
27 H -2.77994 0.46743 0.93670  0.546
28 C 1.27981 -2.03919 4.43876  -0.297
29 C 0.50795 -2.84947 3.55109  -0.715
30 C 0.99402 -2.63670 2.22516  -0.512
31 H -0.28113 -3.54161 3.84986  0.459
32 C 2.05625 -1.68008 2.29402  -0.508
33 C 2.22726 -1.30935 3.65799  -0.481
34 H 2.99867 -0.64240 4.03726  0.418
35 H 1.20760 -2.05504 5.52363  0.442
36 H 0.66617 -3.15981 1.32745  0.487
37 H 2.66330 -1.33545 1.45926  0.472
38 O 0.46058 0.76580 1.07466  -0.197
39 C 0.06488 -0.06776 -0.05152  -0.653
40 C -0.23894 0.90626 -1.16401  -0.172
41 H -0.79494 -0.71162 0.20837  0.422
42 H 0.90596 -0.73685 -0.29530  0.248
43 C 0.60327 2.15124 -0.85840  -0.694
44 H -1.30025 1.17063 -1.21682  0.301
45 H 0.04496 0.43201 -2.09496  0.294
46 C 0.75587 2.14455 0.65686  -0.543
47 H 0.15796 3.06928 -1.24877  0.381
48 H 1.59438 2.01214 -1.31716  0.298
49 H 0.04675 2.80155 1.17080  0.240
50 H 1.76299 2.39704 1.00312  0.322
51 O 1.23122 1.94334 6.01841  -0.642
52 N 0.86065 1.18548 5.13559  1.034
53 O 0.20505 0.09285 5.38900  -0.527
54 O 1.11027 1.42744 3.86774  -0.575

Results
highest occupied orbital energy (alpha / beta) = -8.076 / -8.072 eV
E = -2330.33345 Ha
net charge = 0
2S+1 = 2
energy above the lowest of the compared OMol25 structures with the same formula, charge and spin = 0.00 kJ/mol
gap between HOMO and LUMO (alpha / beta) = 8.38 / 8.37 eV
M = 523.47 u
F_max = 2.77 eV/A